#P
CH2ClNO2 | the ωB97M-V functional and the def2-TZVPD basis

```
7
Properties=species:S:1:pos:R:3
C -0.1674 -0.4644 -0.2818
N 0.3632 0.5448 0.6448
O -0.3864 1.1441 1.3629
O 1.5533 0.7139 0.5418
Cl -0.5087 0.3962 -1.8016
H 0.5597 -1.2514 -0.4546
H -1.4136 -1.0833 -0.0115
```

## Properties
gap between HOMO and LUMO: 10.95 eV



#Q
CH2ClNO2 | the ωB97M-V functional and the def2-TZVPD basis

```
7
Properties=species:S:1:pos:R:3
C -0.2083 -0.4867 0.3544
N 0.4651 0.7925 0.0258
O 1.4584 0.6781 -0.6120
O -0.0667 1.7974 0.4717
Cl 0.8141 -1.7359 0.0804
H -1.0041 -0.5081 0.9687
H -1.4586 -0.5374 -1.2891
```

## Properties
gap between HOMO and LUMO (spin up / spin down): 8.96 / 8.57 eV



Most stable structure: #P



#P
C4H14N4 | the ωB97M-V functional and the def2-TZVPD basis

```
22
Properties=species:S:1:pos:R:3
C -0.3345 -0.6508 0.4223
C -0.2061 0.4824 -0.4233
C 2.7148 0.1219 0.6540
C 0.6419 0.4381 -1.6607
N -1.9978 0.1745 -1.1766
N 1.4021 0.0144 1.2528
N -3.1441 -0.1560 -0.4478
N -1.1470 -0.7110 1.5285
H -1.9233 -0.5337 -1.9106
H 1.1957 0.8724 1.7662
H -0.0501 -1.6148 0.0157
H -0.4036 1.4601 0.0030
H -3.3751 0.6202 0.1678
H -3.0425 -1.0010 0.1248
H -0.8784 -1.4329 2.1824
H -1.3080 0.1797 1.9785
H 3.5073 0.0704 1.4173
H 2.9004 1.0652 0.1119
H 2.8884 -0.7118 -0.0346
H 1.5307 1.0614 -1.5523
H 0.9458 -0.5814 -1.9075
H 0.0833 0.8328 -2.5118
```

## Properties
gap between HOMO and LUMO: 7.43 eV



#Q
C4H14N4 | the ωB97M-V functional and the def2-TZVPD basis

```
22
Properties=species:S:1:pos:R:3
C 0.1847 -1.1876 2.1673
N 1.0210 -0.0171 1.9472
C 2.1474 -0.1503 1.4173
N 2.7081 -1.4038 0.9703
H -0.8543 -0.8544 2.1797
H 0.3831 -1.6054 3.1538
H 0.3196 -1.9758 1.4285
H 2.7624 0.7415 1.2649
H 2.9951 -1.3041 -0.0007
H 3.5779 -1.5844 1.4662
C -0.5769 0.2767 -2.5693
N -1.3929 1.3111 -1.9736
C -1.3409 1.3345 -0.5071
N -2.3420 0.5300 0.1461
H -0.6886 0.2706 -3.6539
H 0.4921 0.3728 -2.3286
H -0.9032 -0.6995 -2.2108
H -1.1745 2.2176 -2.3605
H -1.4234 2.3675 -0.1757
H -0.3700 0.9631 -0.1604
H -3.2807 0.8385 -0.0813
H -2.2440 -0.4413 -0.1195
```

## Properties
structure (SMILES): C/N=C\N.CNCN
gap between HOMO and LUMO: 9.63 eV



Most stable structure: #Q



#P
C4H14N4 | the ωB97M-V functional and the def2-TZVPD basis

```
22
Properties=species:S:1:pos:R:3
C 0.6889 -0.9322 -0.7026
C 1.3715 -1.8341 0.2874
N -1.4215 -0.6935 0.8937
N -1.6715 0.5134 1.2818
N -2.3886 -1.2781 0.1749
H -2.0491 -2.1053 -0.2960
H -2.9905 -0.6819 -0.3975
H -0.6680 1.0840 1.4276
H -2.4395 1.0050 0.8063
H 1.3312 -0.6441 -1.5352
H -0.2366 -1.3071 -1.1322
H 0.7270 -2.0496 1.1427
H 1.6838 -2.7946 -0.1456
H 2.2793 -1.3640 0.6811
C 0.2872 1.9338 -1.1191
C 1.0525 1.2311 -0.0312
N 0.7237 1.5023 1.2175
H 1.3708 1.0671 1.8710
H 2.0851 0.9729 -0.2628
H -0.7886 1.8304 -0.9589
H 0.5172 3.0034 -1.0997
H 0.5357 1.5410 -2.1032
```

## Properties
gap between HOMO and LUMO (spin up / spin down): 6.13 / 6.19 eV



#Q
C4H14N4 | the ωB97M-V functional and the def2-TZVPD basis

```
22
Properties=species:S:1:pos:R:3
C 1.7268 -0.7784 -0.2508
C -1.6160 0.6448 -0.0264
C 0.7189 -0.6573 0.9103
C -0.9855 1.9154 0.5099
N -0.7014 -0.6376 0.4993
N 1.4124 -1.9614 -1.0425
N 1.8840 0.4153 -1.0909
N -2.7835 0.2741 0.6497
H -0.8927 -1.4192 -0.1269
H 2.6998 -0.9571 0.2159
H -1.6029 0.6172 -1.1243
H 2.2358 1.2027 -0.5559
H 0.6234 -1.7793 -1.6562
H 2.1917 -2.1725 -1.6558
H 0.9938 0.6961 -1.4905
H -1.7006 -0.6158 1.1816
H -3.4011 -0.2598 0.0428
H 0.9139 0.2509 1.4799
H 0.8562 -1.5107 1.5778
H -1.6331 2.7467 0.2301
H -0.9565 1.8805 1.6008
H 0.0168 2.1055 0.1223
```

## Properties
gap between HOMO and LUMO: 8.54 eV



#R
C4H14N4 | the ωB97M-V functional and the def2-TZVPD basis

```
22
Properties=species:S:1:pos:R:3
C -1.2558 1.3562 1.1197
C -1.1153 0.7116 -1.2129
N -0.5986 0.5079 0.1394
C -0.4492 -0.9146 0.5415
N -1.1223 -1.7877 -0.2163
H -1.3134 -2.6401 0.2998
H -0.5325 -0.9637 1.6382
H -2.2922 1.0384 1.2795
H -0.7320 1.2934 2.0745
H -0.6074 0.0468 -1.9057
H -0.9114 1.7476 -1.4966
H -2.1863 0.5071 -1.2552
H -1.2766 2.3985 0.7923
C 1.5610 0.9776 -0.1157
N 1.2869 -0.9394 0.3436
N 1.6365 -1.9924 -0.5404
H 1.7939 -1.1002 1.2130
H 2.0043 -1.5853 -1.3993
H 0.6978 -2.3751 -0.7985
H 2.2472 0.6296 -0.8820
H 2.0578 1.1756 0.8297
H 1.1077 1.9086 -0.4485
```

## Properties
gap between HOMO and LUMO: 7.93 eV



Most stable structure: #Q